No. 1
C5H8O | ωB97M-V with the def2-TZVPD basis set

As for the multiplicity: 1.

Last column: Mulliken charge in e.
Atoms and positions in Å:
O -1.89 1.41 0.55  -0.5125
C 2.67 -0.34 -0.48  -0.7990
C -1.63 -0.83 -0.12  -1.2201
C 1.50 0.01 -0.03  0.1034
C -0.96 0.53 -0.06  0.6346
C 0.46 0.53 0.56  -0.3803
H 3.09 0.30 -1.24  0.2250
H -1.41 2.12 0.98  0.3269
H -2.63 -0.74 -0.56  0.3141
H 1.12 0.04 1.44  0.1959
H -0.79 0.88 -1.10  0.1790
H -1.73 -1.22 0.89  0.3210
H -1.03 -1.51 -0.73  0.3531
H 3.22 -1.19 -0.10  0.2589

No. 2
C6H10N4 | ωB97M-V with the def2-TZVPD basis set

As for the multiplicity: 1.

Last column: Mulliken charge in e.
Atoms and positions in Å:
N 0.31 -0.05 -0.27  0.3896
N 1.59 -2.03 0.03  -0.4605
N -0.86 -0.86 -0.61  -0.8759
N 2.80 0.06 0.32  -0.6483
C 1.05 2.34 0.02  -0.9071
C -3.16 -0.84 0.50  -1.1897
C 1.72 -0.58 -0.01  0.4874
C -1.83 -0.15 -0.16  0.5637
C -1.59 1.21 -0.06  -0.5883
C -0.17 1.29 -0.14  0.3309
H -2.96 -1.82 0.66  0.4038
H 3.47 -0.63 0.47  0.2190
H 1.51 2.43 -0.85  0.3713
H 2.22 -2.94 0.28  0.2327
H 0.33 3.23 0.53  0.2682
H -2.33 2.11 0.10  0.2540
H 0.63 -2.22 -0.37  0.3075
H -4.07 -0.95 -0.33  0.2224
H 1.70 1.66 0.97  0.2692
H -3.48 -0.26 1.32  0.3500

No. 3
C7H16N2O | ωB97M-V with the def2-TZVPD basis set

As for the multiplicity: 1.

Last column: Mulliken charge in e.
Atoms and positions in Å:
O -2.08 -1.91 1.59  -0.6054
N -2.81 0.55 0.63  -0.7113
N 0.21 0.48 1.07  -0.6737
C -2.60 -0.45 -0.38  -0.3318
C 2.14 0.29 -0.41  1.0500
C 2.28 -1.19 -0.15  -1.3987
C 0.55 2.29 -0.43  -1.6743
C 0.93 0.95 0.13  0.9247
C -1.87 -1.79 0.20  0.1501
C 3.07 0.96 -1.09  -1.1676
H -0.79 -1.81 -0.03  -0.3703
H 3.96 0.47 -1.45  0.3010
H -1.91 0.92 0.96  0.2647
H 2.47 -1.38 0.91  0.3587
H 3.01 2.02 -1.27  0.2709
H -2.05 -0.01 -1.22  0.2754
H -3.28 0.14 1.43  0.2744
H -1.67 -1.15 2.01  0.3515
H -3.56 -0.79 -0.76  0.3221
H 0.48 -0.44 1.40  0.2226
H -0.45 2.56 -0.08  0.3336
H 1.25 3.04 -0.10  0.4398
H 1.37 -1.72 -0.43  0.2084
H 0.55 2.26 -1.52  0.3980
H 3.12 -1.60 -0.72  0.3829
H -2.33 -2.67 -0.26  0.4043

No. 4
C6H37NO12 | ωB97M-V with the def2-TZVPD basis set

As for the multiplicity: 1.

Last column: Mulliken charge in e.
Atoms and positions in Å:
O 3.40 -0.14 2.24  -0.5905
O 1.93 -0.76 -4.40  -0.6174
O 0.28 2.19 -4.15  -0.6302
O 2.96 1.40 -1.93  -0.6033
O 3.18 -1.65 -1.48  -0.6816
O -2.56 2.88 0.53  -0.5498
O 3.54 -2.69 1.69  -0.7214
O 1.35 1.27 3.28  -0.5300
O -3.30 2.86 -1.92  -0.5991
O -0.62 3.83 -2.42  -0.6333
O 1.48 3.46 -0.64  -0.6289
O -0.48 1.67 1.55  -0.6167
N 0.25 -1.42 -0.67  -0.4720
C -2.48 -2.27 1.26  0.1956
C 0.52 -1.66 0.78  1.7822
C -4.89 -1.55 0.78  -0.9954
C -1.43 -3.04 2.06  -0.2830
C -0.09 -3.05 1.26  -0.7076
C -3.78 -2.16 1.55  -0.1988
H -5.61 -0.81 1.36  0.2907
H -0.95 3.14 -2.91  0.3419
H 4.32 -0.12 2.43  0.2680
H 2.05 1.73 -1.90  0.3007
H 1.41 -1.32 -3.89  0.2993
H -3.12 3.42 -1.22  0.3347
H 0.29 -0.43 -0.78  0.1423
H -1.73 -4.10 2.29  0.3913
H 3.05 -3.53 1.96  0.3078
H -2.07 -1.53 0.47  -0.3158
H -4.20 -2.49 2.46  0.3809
H -5.63 -2.21 0.41  0.3356
H -4.41 -0.79 0.02  0.1061
H 3.38 -1.09 2.25  0.3269
H -1.46 -2.53 3.09  0.2511
H 1.74 -1.64 0.90  -1.2918
H 0.68 2.95 -0.37  0.3264
H 0.79 1.61 -3.57  0.3220
H 1.41 4.08 -1.35  0.2810
H 3.16 -2.63 0.82  0.4217
H -3.76 1.99 -1.79  0.2763
H 0.16 -0.87 1.46  -0.3526
H -0.72 -1.78 -0.68  0.2691
H 3.40 2.03 -1.24  0.3142
H -2.07 2.14 0.81  0.3275
H 0.50 1.87 -5.04  0.2934
H 0.71 -3.55 2.04  0.1183
H 2.19 1.15 2.85  0.3390
H 1.47 1.71 3.99  0.1827
H 0.00 4.23 -3.05  0.3213
H -0.02 1.05 2.19  0.3333
H 2.25 -2.00 -1.41  0.3638
H 0.32 -3.75 0.45  0.3442
H 2.98 -0.76 -1.28  0.3002
H 0.20 2.39 1.66  0.2889
H 2.59 -0.40 -3.89  0.3057
H -2.55 3.67 1.08  0.2348

No. 5
C14H21F9O6S | ωB97M-V with the def2-TZVPD basis set

As for the multiplicity: 1.

Last column: Mulliken charge in e.
Atoms and positions in Å:
S 1.46 -1.02 -0.56  1.2735
F 2.29 2.23 -1.53  -0.2578
F 1.88 0.57 1.66  -0.2266
F 5.79 2.66 0.36  -0.2083
F 2.95 2.65 0.59  -0.2722
F 5.11 2.85 -1.89  -0.2079
F 0.36 1.29 0.12  -0.2899
F 6.52 1.22 -1.21  -0.2542
F 4.60 0.21 0.61  -0.2577
F 4.25 0.06 -1.70  -0.2314
O 0.15 5.91 -1.38  -0.5456
O 1.46 -0.85 -2.06  -0.6125
O -1.95 -2.45 1.27  -0.2971
O -0.16 -1.44 2.43  -0.5223
O 2.56 -1.94 -0.07  -0.5929
O -4.91 -4.71 0.97  -0.5055
C 1.73 6.91 -2.90  -1.1939
C 4.20 0.92 -0.56  0.5222
C -5.37 -5.13 3.29  -1.2127
C -2.48 -2.46 -0.11  -0.4824
C -0.14 -1.88 -0.14  -0.3766
C -5.28 -5.73 1.89  0.3756
C -0.66 -1.85 1.37  0.4969
C -1.49 -1.41 -0.86  -0.5499
C 1.64 0.64 0.27  0.4865
C -4.25 -6.85 1.84  -1.2083
C 5.39 2.00 -0.81  0.5589
C 1.35 6.67 -1.44  0.2958
C 2.46 5.94 -0.70  -0.9272
C 2.76 1.60 -0.36  0.6003
H -6.11 -4.32 3.31  0.3134
H -4.18 -7.26 0.83  0.3140
H -5.67 -5.88 4.02  0.3831
H -4.42 -4.70 3.60  0.2971
H -1.73 -0.38 -0.42  0.3242
H -0.05 -3.00 -0.37  0.3076
H 0.32 5.06 -1.81  0.3443
H 3.39 6.52 -0.71  0.4039
H -3.60 -2.34 -0.24  0.4050
H 1.15 7.63 -0.95  0.3094
H 2.64 7.52 -2.97  0.3497
H 1.89 5.96 -3.42  0.2808
H -2.17 -3.49 -0.51  0.3143
H -4.51 -7.66 2.53  0.3771
H 2.65 4.96 -1.14  0.0462
H -6.25 -6.11 1.59  0.3020
H -4.04 -4.36 1.23  0.2580
H -1.36 -1.50 -1.98  0.3612
H 0.92 7.43 -3.42  0.3250
H -3.25 -6.48 2.10  0.2942
H 2.17 5.77 0.34  0.3124

Gap between HOMO and LUMO / eV: 9.39 9.84 9.20 9.59 9.85
Lowest unoccupied orbital energy / eV: 0.83 0.90 0.47 0.20 -0.38